Entry 1:
Computed, not measured: C57H41BaN4O8S4 as an isolated structure in a non-equilibrium geometry, with ωB97M-V/def2-TZVPD.

Calculated values
* HOMO-LUMO gap: 7.825 eV
* multiplicity: 1
* net charge: -1
* ΔE to the lowest compared entry with this formula, charge and spin: 108.0 kJ/mol

Geometry (Å):
Ba -0.90813 0.45108 0.42604
O 3.38652 1.22095 0.46824
C 2.18794 1.35020 0.27174
O 1.28279 0.44507 0.22307
C 1.66651 2.76732 0.04199
C 2.55114 3.73725 -0.48289
C 2.09508 5.00188 -0.69353
C 0.76172 5.32385 -0.34262
C 0.22057 6.62197 -0.46955
C -1.06976 6.87876 -0.09749
C -1.87979 5.84331 0.41020
C -1.38062 4.57866 0.55399
C -0.04653 4.28626 0.18667
N 0.41960 3.01973 0.34864
H 3.56576 3.43383 -0.69994
H 2.73444 5.76711 -1.11930
H 0.85261 7.41030 -0.86330
H -1.47462 7.87912 -0.18852
H -2.90456 6.05706 0.68825
H -1.98597 3.77720 0.95811
O -0.77996 -0.27319 2.67589
N -1.72048 -1.07724 2.94242
N -2.18505 -1.75035 1.95554
O -1.72625 -1.67090 0.72923
C -3.25882 -2.64957 2.22980
C -3.91008 -2.65647 3.46260
C -4.94211 -3.55124 3.68120
C -5.33318 -4.43712 2.68538
C -4.68073 -4.42103 1.46294
C -3.64573 -3.52953 1.22912
H -3.60160 -1.95815 4.22439
H -5.44899 -3.55201 4.63801
H -6.15013 -5.12653 2.85795
H -4.98298 -5.10484 0.67985
H -3.14033 -3.48399 0.27552
C -1.76726 -2.14512 -7.38294
C -1.17947 -1.56726 -6.12321
C -1.79391 -1.77930 -4.89512
C -1.24746 -1.26350 -3.73130
C -0.06803 -0.54110 -3.78850
C 0.53462 -0.28253 -5.00841
C -0.01935 -0.79692 -6.16691
S 0.57056 0.12850 -2.22409
O 0.54268 1.59674 -2.39897
C 2.30930 -0.33681 -2.53682
C 3.19233 0.74097 -2.70992
C 4.51604 0.51813 -2.93970
C 5.02388 -0.79988 -2.96073
C 6.40162 -1.05758 -3.15690
C 6.88527 -2.33444 -3.14098
C 6.01065 -3.41760 -2.92095
C 4.67446 -3.19902 -2.73897
C 4.13949 -1.88983 -2.76757
C 2.75239 -1.64070 -2.57839
C 1.75688 -2.75007 -2.49669
C 1.47102 -3.52702 -3.67038
C 2.22475 -3.40771 -4.86282
C 1.97460 -4.21028 -5.94170
C 0.92841 -5.14931 -5.90354
C 0.15691 -5.26338 -4.78181
C 0.40746 -4.46497 -3.64377
C -0.38507 -4.57507 -2.47733
C -0.07326 -3.86478 -1.36074
C 1.03935 -2.99578 -1.34971
S 1.62529 -2.31578 0.25797
O 3.06184 -2.07314 0.06280
C 1.55487 -3.97698 1.01182
C 0.49908 -4.30262 1.84670
C 0.44587 -5.56097 2.43002
C 1.45096 -6.49332 2.19763
C 1.41212 -7.84835 2.85421
C 2.51817 -6.13620 1.37323
C 2.57556 -4.88386 0.78700
H -2.27656 -3.08582 -7.17314
H -0.98987 -2.32972 -8.12506
H -2.49460 -1.45512 -7.81798
H -2.71320 -2.35306 -4.84962
H -1.73439 -1.41776 -2.77442
H 1.43711 0.31702 -5.04584
H 0.45802 -0.60501 -7.12174
H 2.77946 1.74130 -2.66993
H 5.20008 1.34602 -3.08394
H 7.06693 -0.21542 -3.30888
H 7.94264 -2.52053 -3.28464
H 6.40738 -4.42454 -2.88225
H 4.00381 -4.03099 -2.55918
H 3.02169 -2.67959 -4.90899
H 2.58272 -4.12248 -6.83362
H 0.73426 -5.77285 -6.76790
H -0.66283 -5.97261 -4.74777
H -1.22786 -5.25702 -2.47918
H -0.65840 -3.97638 -0.45722
H -0.27892 -3.57031 2.03608
H -0.38331 -5.81821 3.07958
H 0.40729 -8.08491 3.20240
H 2.08208 -7.87056 3.71696
H 1.73496 -8.62788 2.16331
H 3.31233 -6.85329 1.19593
H 3.40991 -4.58727 0.16039
O -2.73296 1.51203 1.20572
S -3.69582 1.04488 0.21689
O -4.44887 -0.10588 0.62854
N -2.98797 0.86312 -1.22616
C -3.43683 1.77412 -2.10661
S -3.04049 1.83347 -3.71038
C -4.41230 2.74226 -1.52188
C -4.99620 3.84192 -2.13046
C -5.90717 4.59292 -1.40208
C -6.24097 4.24689 -0.09509
C -5.65578 3.14700 0.51770
C -4.73727 2.42436 -0.21432
H -4.73746 4.08331 -3.15226
H -6.37236 5.46017 -1.85382
H -6.96342 4.84025 0.45104
H -5.91714 2.86283 1.52923

Atom charges from the Löwdin analysis, given in e for atoms 1 to 99: number 1, Ba, carries 2.148; number 2, O, carries 0.068; number 3, C, carries -0.625; number 4, O, carries -0.537; number 5, C, carries -0.193; number 6, C, carries 0.006; number 7, C, carries -0.001; number 8, C, carries -0.152; number 9, C, carries -0.046; number 10, C, carries -0.094; number 11, C, carries -0.078; number 12, C, carries 0.001; number 13, C, carries -0.194; number 14, N, carries 0.106; number 15, H, carries 0.116; number 16, H, carries 0.112; number 17, H, carries 0.107; number 18, H, carries 0.096; number 19, H, carries 0.100; number 20, H, carries 0.093; number 21, O, carries -0.335; number 22, N, carries -0.035; number 23, N, carries -0.271; number 24, O, carries -0.423; number 25, C, carries -0.179; number 26, C, carries -0.017; number 27, C, carries -0.092; number 28, C, carries -0.106; number 29, C, carries -0.084; number 30, C, carries -0.012; number 31, H, carries 0.105; number 32, H, carries 0.098; number 33, H, carries 0.094; number 34, H, carries 0.100; number 35, H, carries 0.108; number 36, C, carries -0.054; number 37, C, carries -0.272; number 38, C, carries -0.040; number 39, C, carries -0.098; number 40, C, carries -0.348; number 41, C, carries -0.053; number 42, C, carries -0.038; number 43, S, carries 0.918; number 44, O, carries -0.464; number 45, C, carries -0.256; number 46, C, carries -0.054; number 47, C, carries -0.003; number 48, C, carries -0.144; number 49, C, carries -0.037; number 50, C, carries -0.091; number 51, C, carries -0.079; number 52, C, carries -0.021; number 53, C, carries -0.118; number 54, C, carries -0.141; number 55, C, carries -0.126; number 56, C, carries -0.096; number 57, C, carries -0.015; number 58, C, carries -0.076; number 59, C, carries -0.090; number 60, C, carries -0.040; number 61, C, carries -0.161; number 62, C, carries -0.012; number 63, C, carries -0.056; number 64, C, carries -0.255; number 65, S, carries 1.037; number 66, O, carries -0.438; number 67, C, carries -0.350; number 68, C, carries -0.071; number 69, C, carries -0.034; number 70, C, carries -0.279; number 71, C, carries -0.059; number 72, C, carries -0.038; number 73, C, carries -0.054; number 74, H, carries 0.072; number 75, H, carries 0.072; number 76, H, carries 0.080; number 77, H, carries 0.118; number 78, H, carries 0.110; number 79, H, carries 0.120; number 80, H, carries 0.111; number 81, H, carries 0.106; number 82, H, carries 0.114; number 83, H, carries 0.108; number 84, H, carries 0.096; number 85, H, carries 0.098; number 86, H, carries 0.119; number 87, H, carries 0.118; number 88, H, carries 0.101; number 89, H, carries 0.097; number 90, H, carries 0.109; number 91, H, carries 0.116; number 92, H, carries 0.097; number 93, H, carries 0.099; number 94, H, carries 0.112; number 95, H, carries 0.071; number 96, H, carries 0.080; number 97, H, carries 0.074; number 98, H, carries 0.111; number 99, H, carries 0.111

Entry 2:
Computed, not measured: C57H42Br4CdN4O4P2S as an isolated structure in a non-equilibrium geometry, with ωB97M-V/def2-TZVPD.

Calculated values
* HOMO-LUMO gap: 4.564 eV
* multiplicity: 1
* net charge: -2
* ΔE to the lowest compared entry with this formula, charge and spin: 21.0 kJ/mol

Geometry (Å):
Cd 0.71253 2.86708 -1.74263
O 2.43148 2.62890 -3.17408
N 2.98807 1.53830 -3.49108
N 2.56419 0.46860 -2.83262
O 1.63715 0.54865 -1.92120
C 3.04907 -0.78457 -3.27725
C 2.55372 -1.97239 -2.71021
C 2.96045 -3.17865 -3.30347
C 3.93809 -3.15316 -4.30680
C 4.42881 -1.96414 -4.84831
C 3.98036 -0.75269 -4.34577
H 1.76524 -1.93944 -1.94550
H 2.57664 -4.13411 -2.94297
H 4.36559 -4.06618 -4.74724
H 5.27332 -2.00524 -5.55811
H 4.41134 0.19180 -4.63705
Br 2.31256 9.55439 0.31699
C 1.67441 7.73586 0.39360
C 1.71405 7.03739 1.59937
Br 1.80882 8.07014 3.20150
C 1.67142 5.65801 1.54606
Br 2.00430 4.65039 3.08083
C 1.23884 4.93907 0.38611
O 1.23240 3.66015 0.22530
C 0.87158 5.77001 -0.85615
O 0.40444 5.16508 -1.87165
C 1.23316 7.17118 -0.80875
Br 1.18680 8.10238 -2.43453
C -1.37467 -2.48554 1.38277
N 0.03622 -2.88210 1.21907
C 0.94407 -1.79250 0.92942
P 1.07245 -0.37348 2.32849
C 1.53066 -1.35315 3.75276
C 0.68722 -1.39917 4.86210
C 0.94973 -2.17661 5.94001
C 2.01002 -3.08832 5.85512
C 2.87920 -3.04780 4.79227
C 2.63155 -2.17773 3.72225
C 2.73012 0.35082 2.14979
C 3.38071 0.81827 3.30377
C 4.73984 0.93550 3.34372
C 5.50375 0.78160 2.13729
C 4.77888 0.56599 0.94660
C 3.36423 0.40999 0.93463
C 0.45179 -4.19115 1.48068
C 1.63639 -4.68578 0.78861
C 2.09226 -5.95796 1.03037
C 1.52695 -6.74206 2.02499
C 0.40099 -6.28320 2.67782
C -0.14308 -5.04253 2.39062
P -1.88717 -1.24492 0.02788
C -3.66814 -0.93622 0.45155
C -4.52547 -0.46031 -0.54887
C -5.91535 -0.36391 -0.39995
C -6.46282 -0.73663 0.81172
C -5.60665 -1.19043 1.84504
C -4.21893 -1.17461 1.71909
C -2.16254 -2.34153 -1.33467
C -3.01134 -3.43304 -1.17046
C -3.30758 -4.24342 -2.29669
C -2.88080 -3.81094 -3.53558
C -2.04620 -2.71248 -3.65585
C -1.71607 -1.90485 -2.57905
H -1.53789 -1.99531 2.32214
H -1.99917 -3.39742 1.22133
H 0.63004 -1.27900 -0.00773
H 1.94545 -2.19696 0.80962
H -0.21883 -0.77137 4.88690
H 0.26871 -2.10214 6.76401
H 2.22182 -3.82250 6.62825
H 3.79958 -3.71595 4.78839
H 3.37740 -2.13665 2.92953
H 2.78035 0.96107 4.21797
H 5.22465 1.22118 4.27975
H 6.58816 0.74494 2.07362
H 5.22437 0.48228 -0.05822
H 2.92052 0.19795 -0.03701
H 2.04323 -4.04839 0.03569
H 2.94608 -6.35675 0.47402
H 1.99428 -7.71082 2.18498
H -0.04852 -6.91984 3.44296
H -1.06386 -4.76005 2.89031
H -4.05877 -0.11353 -1.47110
H -6.52012 -0.02966 -1.22798
H -7.51284 -0.56332 0.99451
H -6.09227 -1.59546 2.76650
H -3.62849 -1.37404 2.62051
H -3.41035 -3.71432 -0.16505
H -3.89518 -5.13109 -2.17062
H -3.10658 -4.38745 -4.45772
H -1.74195 -2.39775 -4.64428
H -1.13249 -0.94413 -2.73127
S -3.77218 4.97098 -1.66217
C -3.33989 4.92759 0.01275
C -4.01104 5.52649 1.06821
C -3.71639 5.06984 2.36329
C -2.70089 4.16998 2.57782
C -1.97066 3.59598 1.54326
C -2.31943 3.96140 0.23631
N -1.94085 3.24024 -0.85788
C -2.53946 3.69439 -1.95033
C -2.14933 3.07256 -3.29426
C -2.96195 3.09842 -4.42066
C -2.58142 2.40545 -5.54931
C -1.41349 1.67337 -5.56637
C -0.58348 1.73072 -4.45655
C -0.88879 2.48435 -3.33359
H -4.85661 6.19175 0.87081
H -4.30182 5.38890 3.18222
H -2.43560 3.85388 3.58071
H -1.05990 2.99391 1.67343
H -3.93387 3.62140 -4.37753
H -3.22302 2.50899 -6.41313
H -1.05715 1.11291 -6.42911
H 0.35086 1.12636 -4.47960

Atom charges from the Löwdin analysis, given in e for atoms 1 to 99: number 1, Cd, carries 1.380; number 2, O, carries -0.213; number 3, N, carries -0.050; number 4, N, carries -0.277; number 5, O, carries -0.234; number 6, C, carries -0.170; number 7, C, carries -0.012; number 8, C, carries -0.092; number 9, C, carries -0.132; number 10, C, carries -0.112; number 11, C, carries -0.028; number 12, H, carries 0.092; number 13, H, carries 0.095; number 14, H, carries 0.091; number 15, H, carries 0.102; number 16, H, carries 0.095; number 17, Br, carries 0.571; number 18, C, carries -0.767; number 19, C, carries -0.802; number 20, Br, carries 0.601; number 21, C, carries -0.702; number 22, Br, carries 0.693; number 23, C, carries -0.430; number 24, O, carries -0.258; number 25, C, carries -0.433; number 26, O, carries -0.199; number 27, C, carries -0.694; number 28, Br, carries 0.680; number 29, C, carries -0.304; number 30, N, carries -0.178; number 31, C, carries -0.311; number 32, P, carries 1.098; number 33, C, carries -0.443; number 34, C, carries -0.126; number 35, C, carries -0.101; number 36, C, carries -0.106; number 37, C, carries -0.088; number 38, C, carries -0.093; number 39, C, carries -0.413; number 40, C, carries -0.139; number 41, C, carries -0.094; number 42, C, carries -0.080; number 43, C, carries -0.074; number 44, C, carries -0.080; number 45, C, carries -0.211; number 46, C, carries -0.011; number 47, C, carries -0.115; number 48, C, carries -0.133; number 49, C, carries -0.110; number 50, C, carries -0.049; number 51, P, carries 1.090; number 52, C, carries -0.357; number 53, C, carries -0.091; number 54, C, carries -0.088; number 55, C, carries -0.110; number 56, C, carries -0.101; number 57, C, carries -0.103; number 58, C, carries -0.431; number 59, C, carries -0.084; number 60, C, carries -0.083; number 61, C, carries -0.110; number 62, C, carries -0.095; number 63, C, carries -0.083; number 64, H, carries 0.052; number 65, H, carries 0.081; number 66, H, carries 0.032; number 67, H, carries 0.065; number 68, H, carries 0.106; number 69, H, carries 0.092; number 70, H, carries 0.093; number 71, H, carries 0.122; number 72, H, carries 0.118; number 73, H, carries 0.117; number 74, H, carries 0.097; number 75, H, carries 0.084; number 76, H, carries 0.102; number 77, H, carries 0.080; number 78, H, carries 0.085; number 79, H, carries 0.103; number 80, H, carries 0.091; number 81, H, carries 0.099; number 82, H, carries 0.104; number 83, H, carries 0.110; number 84, H, carries 0.097; number 85, H, carries 0.088; number 86, H, carries 0.103; number 87, H, carries 0.097; number 88, H, carries 0.113; number 89, H, carries 0.087; number 90, H, carries 0.107; number 91, H, carries 0.100; number 92, H, carries 0.125; number 93, S, carries 1.035; number 94, C, carries -0.492; number 95, C, carries -0.104; number 96, C, carries -0.114; number 97, C, carries -0.104; number 98, C, carries -0.002; number 99, C, carries -0.319

Which value of multiplicity does entry 2 give? 1